88
Properties=species:S:1:pos:R:3:forces:R:3 method="wB97M-V/def2-TZVPD" spin_multiplicity=1 gap_ev=4.87 charge=-1
Y -0.185882 0.161992 -0.111093 -0.10 0.43 -0.61
C 1.676397 -0.604140 -3.310206 0.07 -0.16 0.02
C 1.320354 0.753101 -3.454028 -0.01 0.16 -0.05
C -0.049383 0.870737 -3.087281 -0.04 -0.05 0.05
C -0.467132 -0.436573 -2.652756 -0.06 -0.19 -0.81
C 0.591902 -1.356545 -2.860090 0.12 0.09 -0.12
C 0.546848 -2.877092 -2.922030 0.01 0.00 0.06
C 0.936351 -3.305710 -4.347358 -0.01 -0.03 -0.02
C -0.860551 -3.410494 -2.657897 0.03 0.02 0.02
C 1.539013 -3.524049 -1.943557 -0.03 0.04 0.00
C -1.126136 1.893408 -3.488779 -0.01 -0.01 -0.03
C -1.513063 1.590526 -4.951104 -0.02 0.05 0.01
C -0.731222 3.373168 -3.393581 0.05 -0.04 0.10
C -2.405529 1.723211 -2.653806 0.02 -0.03 -0.07
C 2.369377 1.804734 -3.842949 -0.01 -0.03 0.00
C 2.429684 2.992837 -2.838246 -0.02 -0.13 -0.03
C 3.766165 1.158141 -3.856840 0.01 0.04 0.00
C 2.158764 2.326046 -5.275313 0.04 0.03 0.01
H 2.656711 -1.029243 -3.492472 -0.06 0.08 0.02
H -1.504862 -0.740453 -2.605608 -0.01 0.03 0.16
H 0.293593 -2.813418 -5.081330 0.02 -0.02 0.01
H 0.831467 -4.391289 -4.460519 0.01 0.04 0.01
H 1.970568 -3.034866 -4.570542 -0.03 0.00 -0.01
H -1.557001 -3.064451 -3.426260 0.01 0.00 0.02
H -1.235433 -3.086168 -1.690546 -0.03 -0.01 0.00
H -0.855818 -4.504249 -2.666340 -0.01 0.02 -0.01
H 2.557963 -3.183966 -2.155852 -0.04 -0.01 0.00
H 1.515017 -4.615595 -2.038382 0.02 0.04 -0.01
H 1.289633 -3.262281 -0.916412 0.00 -0.02 0.02
H -0.651627 1.696193 -5.611509 -0.01 0.01 -0.02
H -2.305240 2.268673 -5.295260 0.05 -0.04 0.03
H -1.874133 0.562703 -5.035821 0.02 0.04 0.00
H 0.034422 3.645785 -4.115653 0.03 0.01 0.03
H -0.371743 3.612955 -2.393225 0.00 0.00 -0.04
H -1.607951 3.993707 -3.607367 0.02 -0.01 -0.02
H -2.911795 0.780311 -2.860952 0.04 0.01 0.06
H -3.105978 2.530840 -2.887200 0.00 -0.03 -0.03
H -2.209174 1.763447 -1.585436 -0.04 0.04 0.07
H 1.830951 2.788820 -1.951181 -0.01 0.04 -0.01
H 2.061677 3.920078 -3.276439 -0.03 0.02 0.01
H 3.465621 3.194616 -2.531072 -0.04 0.03 -0.04
H 3.989117 0.658204 -2.907891 0.02 0.01 -0.05
H 4.526379 1.922926 -4.043322 -0.02 -0.01 -0.01
H 3.847439 0.405450 -4.642743 0.01 -0.03 0.06
H 1.221732 2.866617 -5.383045 0.00 -0.02 -0.02
H 2.143905 1.487291 -5.975489 0.00 0.02 0.02
H 2.972497 3.003577 -5.562452 -0.03 -0.02 0.01
O 3.978805 1.484616 -0.160462 0.15 0.10 0.17
C 2.850922 0.859672 0.140683 0.33 0.09 -0.24
O 2.072587 0.499091 -0.704667 0.12 -0.05 0.02
C 2.616143 0.609348 1.581853 -0.05 -0.22 0.40
C 3.562879 0.825607 2.567323 0.20 0.18 -0.13
C 3.223959 0.521360 3.871455 0.04 0.01 0.09
C 1.972516 -0.004510 4.134299 0.04 0.00 0.04
C 1.095725 -0.210040 3.079245 -0.13 -0.01 -0.01
N 1.411127 0.105557 1.828969 0.32 0.00 0.28
C -0.301207 -0.751396 3.268089 0.07 -0.01 0.08
O -0.539950 -1.464864 4.377736 -0.05 0.04 0.09
O -1.160433 -0.551454 2.471710 -0.04 0.07 -0.02
H 3.960415 1.637815 -1.122969 0.04 0.01 -0.03
H 4.527470 1.234335 2.301537 -0.01 0.00 0.03
H 3.922688 0.692747 4.679505 0.01 0.01 -0.03
H 1.679504 -0.214837 5.153989 -0.03 -0.01 -0.01
H 0.270617 -1.673104 4.852230 0.06 -0.03 -0.02
O -3.931874 -4.466011 1.622626 -0.10 -0.13 0.04
C -3.210203 -3.603733 1.194554 0.02 0.02 0.00
C -1.693772 -3.633224 1.160886 0.09 0.05 -0.05
O -0.980844 -4.530562 1.566049 0.05 -0.08 0.06
C -1.290118 -2.357802 0.582938 -0.32 -0.09 -0.10
C -2.409407 -1.551662 0.306695 0.06 -0.29 0.00
O -2.290156 -0.342721 -0.139427 -0.70 -0.33 0.16
C -3.647637 -2.264359 0.625159 0.05 0.09 -0.06
O -4.790890 -1.883474 0.492980 -0.12 0.03 0.01
O -0.075769 -1.943692 0.380347 -0.12 -0.87 0.31
C -3.666748 3.407288 3.502325 0.06 0.05 0.02
N -2.595614 3.322526 2.521954 0.04 -0.14 -0.03
C -2.603945 4.074396 1.392975 0.06 0.10 -0.06
C -1.690437 3.916645 0.414654 -0.07 -0.03 -0.07
C -0.790140 2.802996 0.552096 0.01 0.26 0.30
O -0.026849 2.415923 -0.389330 0.01 0.64 0.01
N -0.762261 2.088151 1.683221 0.10 0.08 -0.10
C -1.563332 2.379321 2.740902 -0.06 0.14 0.14
O -1.436345 1.896822 3.858868 0.01 -0.04 -0.11
H -4.146364 4.381948 3.431143 0.00 0.01 -0.03
H -3.249348 3.271881 4.494922 0.02 0.02 0.01
H -4.406972 2.625347 3.328705 0.00 -0.01 -0.01
H -3.380761 4.826122 1.331489 -0.04 -0.03 0.03
H -1.688741 4.519474 -0.480127 -0.04 -0.03 0.02


85
Properties=species:S:1:pos:R:3:forces:R:3 method="wB97M-V/def2-TZVPD" spin_multiplicity=1 gap_ev="3.33 / 2.61" charge=+2
Pb 0.707857 1.397555 0.328943 -1.66 0.74 1.32
C -4.802854 -1.712904 2.464295 -4.50 0.65 -0.13
C -3.499936 -2.006215 2.466988 4.39 -1.01 -0.30
C -2.653309 -2.699879 1.432770 0.45 0.13 0.82
C -2.287091 -1.805168 0.239852 0.02 0.41 -0.29
C -3.415663 -1.275571 -0.596646 -0.31 -0.11 -0.21
C -4.679352 -1.713238 -0.663998 0.31 0.46 -0.47
C -5.355011 -2.753714 0.180319 -0.39 -0.27 0.20
C -5.867247 -2.179572 1.519318 0.94 -0.02 -0.47
C 0.323163 3.283704 -0.805694 -0.06 1.45 -0.26
H -5.183122 -1.105652 3.296692 0.26 -0.13 -0.28
H -2.914426 -1.727082 3.349239 -0.49 -0.10 -0.11
H -3.092544 -3.633790 1.070803 -0.09 0.18 0.17
H -1.706979 -2.964033 1.930392 -0.39 0.03 -0.10
H -1.733221 -0.941482 0.633872 -0.09 -0.27 -0.04
H -1.576726 -2.350028 -0.400680 -0.24 0.01 0.15
H -3.088263 -0.451432 -1.242297 -0.37 -0.37 0.02
H -5.344107 -1.295493 -1.428448 0.36 0.21 0.33
H -4.704576 -3.608286 0.374991 -0.39 -0.01 -0.18
H -6.237790 -3.131618 -0.360303 0.39 0.05 0.20
H -6.541311 -1.332053 1.317197 0.05 -0.10 0.27
H -6.486489 -2.943599 2.016177 0.02 0.22 0.28
H -0.700948 3.633475 -0.584032 0.50 -0.34 0.09
H 0.479169 3.131803 -1.883370 -0.11 0.04 0.63
H 1.064922 3.979836 -0.383210 -0.26 -0.02 -0.16
P 1.541402 0.812846 -2.326727 1.25 -1.39 -5.20
P 3.017753 -0.336189 0.832623 3.53 -4.01 0.53
N 0.522836 -0.029073 -3.491732 -0.28 0.51 0.58
N 2.561942 1.643402 -3.636558 -0.15 0.32 1.10
N 2.347645 -1.959639 0.735865 -0.86 0.40 -0.26
N 4.575501 -0.897791 1.645998 -0.40 1.65 -0.10
C 2.649593 -0.592445 -1.997858 0.63 -0.27 0.32
C 3.697712 -0.317834 -0.895212 -0.09 0.68 -0.28
C -0.602320 0.574889 -4.070014 -0.09 -1.07 -0.35
C -1.115074 -0.287146 -5.028911 0.60 0.64 0.81
C -0.271453 -1.437983 -5.071759 0.78 0.54 0.91
C 0.736591 -1.248013 -4.139348 -0.69 -0.07 -0.37
C 2.746069 3.017386 -3.809286 0.13 -0.85 -0.14
C 3.563359 3.230232 -4.917622 0.06 -0.93 0.06
C 3.907152 1.946746 -5.440509 -0.70 0.45 0.63
C 3.265397 0.999846 -4.654102 0.05 0.49 0.22
C 1.062029 -2.308015 1.167257 0.04 -0.73 -0.31
C 0.797359 -3.611229 0.768922 0.36 0.90 0.21
C 1.944215 -4.090832 0.065132 0.34 1.17 0.09
C 2.857504 -3.049087 0.016316 -0.57 -0.41 0.17
C 5.249312 -2.125623 1.680578 0.88 -0.01 0.09
C 6.568967 -1.928515 2.088023 -1.60 0.79 -0.36
C 6.723910 -0.521496 2.332520 -1.13 0.03 -0.52
C 5.506518 0.081624 2.036691 0.69 -0.80 0.16
H 3.197990 -0.860516 -2.914368 -0.33 0.09 0.40
H 2.026749 -1.458662 -1.723644 0.12 0.25 -0.05
H 4.510560 -1.063883 -0.964712 -0.36 0.45 0.26
H 4.155678 0.680673 -1.020773 0.04 -0.36 -0.11
H -0.917324 1.549710 -3.732530 -0.11 -0.01 -0.08
H -1.986944 -0.107352 -5.634453 0.00 0.04 -0.01
H -0.376071 -2.301637 -5.707658 0.01 0.04 -0.01
H 1.578604 -1.871869 -3.877886 -0.27 -0.02 -0.12
H 2.282528 3.716733 -3.134474 -0.01 0.10 -0.07
H 3.877618 4.183683 -5.313738 -0.06 -0.03 0.12
H 4.544343 1.729686 -6.284530 -0.10 0.05 0.05
H 3.261784 -0.074921 -4.738588 0.02 0.10 -0.10
H 0.461921 -1.606058 1.740700 0.19 -0.20 -0.05
H -0.115030 -4.163147 0.949236 0.19 0.04 0.07
H 2.085221 -5.080027 -0.345977 0.00 0.15 -0.03
H 3.827982 -2.999571 -0.462701 -0.28 -0.10 0.19
H 4.767761 -3.051111 1.419983 -0.02 0.10 0.17
H 7.327801 -2.693296 2.173859 -0.19 0.04 0.10
H 7.623284 -0.023405 2.670161 -0.21 -0.01 -0.06
H 5.221890 1.120071 2.065086 -0.01 0.07 0.11
O -2.370947 0.346426 2.410455 -0.33 -0.63 -0.04
S -2.390013 1.697640 1.900601 0.78 2.08 0.59
O -3.033120 1.952087 0.634830 0.31 -0.56 0.25
N -0.842526 2.267185 1.910161 0.16 -1.00 -0.90
C -0.559934 3.280218 2.808682 1.07 0.13 -0.16
O 0.556094 3.795040 2.887733 -1.52 -0.69 -0.07
C -1.804116 3.588406 3.575181 -0.22 0.55 0.50
C -1.981003 4.526207 4.595021 0.10 -0.20 -0.16
C -3.243459 4.683115 5.174533 -0.10 -0.20 -0.21
C -4.344705 3.953755 4.695271 0.26 -0.12 -0.20
C -4.171552 3.026110 3.657374 0.23 0.00 0.02
C -2.888564 2.843778 3.145450 -0.91 0.05 0.32
H -1.120705 5.104885 4.914930 -0.15 0.00 0.07
H -3.383388 5.381210 6.001575 0.07 -0.17 -0.32
H -5.337341 4.109978 5.127662 0.41 -0.06 -0.17
H -4.999127 2.457232 3.234089 0.08 0.20 0.26


Relative energy (zero: lowest compared OMol25 entry of this formula, charge and spin) (computed, kJ/mol): 139.0; 163.4
Largest force on an atom (computed, eV/A): 0.933; 5.529